The following is a quantum chemistry calculation of a molecular structure, C31H48BN13OPm at a distorted geometry, from the Open Molecules 2025 dataset.

## Properties
frontier orbital gap (spin up / spin down): 0.290 / 0.247 hartree
LUMO energy (spin up / spin down): -4.764 / -5.921 eV
molar mass: 774.6 g/mol

Structure (ORCA input):
```
! RIJCOSX wB97M-V def2-TZVPD def2/J DEFGRID3
* xyz 2 6
Pm -0.2021 -0.2921 -0.3997
N 1.6104 1.3368 0.4428
C 1.8552 2.5964 -0.2925
C 1.5918 2.4083 -1.7780
N 0.2593 1.8342 -2.0746
C -0.8252 2.8408 -2.1452
C -1.3983 3.1861 -0.7831
N -1.7254 1.9471 -0.0550
H 1.5831 1.5170 1.4465
H 2.4272 0.7295 0.3424
H 2.8845 2.9369 -0.1629
H 1.2187 3.3693 0.1278
H 2.3382 1.7218 -2.1792
H 1.7224 3.3678 -2.2875
H 0.3244 1.4162 -2.9974
H -1.6204 2.4200 -2.7623
H -0.4832 3.7530 -2.6423
H -2.2737 3.8227 -0.9264
H -0.6916 3.7612 -0.1912
H -2.5794 1.5514 -0.4432
H -1.9605 2.1644 0.9084
C 2.2162 0.1118 3.6024
C 1.4850 -1.0606 3.3271
C 2.0281 -1.6855 2.1158
C 3.1009 -0.9386 1.7219
C 3.2229 0.2023 2.6484
C 4.2787 1.2558 2.6028
C 4.0709 -1.2716 0.6277
C 1.6556 -3.0618 1.6479
C 0.4762 -1.7080 4.2046
C 2.0123 1.0460 4.7582
H 4.8831 1.2117 1.6978
H 4.9612 1.1553 3.4514
H 3.8485 2.2581 2.6810
H 3.5623 -1.6886 -0.2457
H 4.7979 -2.0172 0.9618
H 4.6425 -0.4011 0.3017
H 0.5748 -3.2163 1.5888
H 2.0390 -3.8134 2.3447
H 2.0830 -3.2883 0.6705
H -0.2803 -2.2528 3.6357
H -0.0209 -0.9972 4.8644
H 0.9802 -2.4411 4.8453
H 2.1791 2.0856 4.4701
H 2.7001 0.8318 5.5796
H 1.0020 0.9742 5.1609
C -0.4137 -4.9365 -0.9064
C 0.1071 -3.6884 -1.2161
N -0.6292 -2.7110 -0.6877
N -1.6555 -3.3262 -0.0208
C -1.5340 -4.6612 -0.1479
B -2.8716 -2.4807 0.4687
N -2.4489 -1.5411 1.6720
C -3.0278 -1.4794 2.8823
C -2.4975 -0.4109 3.5835
C -1.5707 0.1425 2.7145
N -1.5365 -0.5434 1.5654
N -3.3020 -1.5839 -0.7610
C -4.4085 -1.7125 -1.5180
C -4.3138 -0.8654 -2.6031
C -3.0784 -0.2513 -2.4455
N -2.4691 -0.6832 -1.3384
N -4.0770 -3.2579 0.9394
C -5.2580 -2.6947 1.2751
C -6.0738 -3.6963 1.6859
C -5.2917 -4.8595 1.5748
N -4.0935 -4.5911 1.1359
H -0.0415 -5.9042 -1.1933
H 0.9848 -3.4476 -1.7932
H -2.2680 -5.3100 0.2985
H -3.7735 -2.1952 3.1834
H -2.7476 -0.0941 4.5808
H -0.9065 0.9797 2.8778
H -5.1886 -2.4037 -1.2524
H -5.0331 -0.7231 -3.3902
H -2.5989 0.4709 -3.0888
H -5.4228 -1.6314 1.2092
H -7.0932 -3.6077 2.0209
H -5.5514 -5.8814 1.8014
N 1.6342 -0.8523 -2.0083
C 2.3793 -1.2403 -2.8148
N 3.1912 -1.7039 -3.7071
C 3.5447 -0.9537 -4.9324
C 5.0320 -0.6473 -4.8954
O 5.7766 -1.8332 -4.7218
C 5.4894 -2.4718 -3.4954
C 4.0319 -2.8958 -3.4463
H 2.9452 -0.0468 -4.9906
H 3.3096 -1.5921 -5.7847
H 5.2503 0.0604 -4.0841
H 5.3436 -0.2050 -5.8394
H 5.7128 -1.8011 -2.6547
H 6.1335 -3.3460 -3.4277
H 3.7678 -3.3224 -2.4795
H 3.8200 -3.6230 -4.2310
*
```